# 1
Here is C29H35IN8O10 in the gas phase at a distorted geometry from the OMol25 dataset. Energies are from ωB97M-V/def2-TZVPD.

Geometry (Å):
I1 -4.4117 0.8581 1.0488
O1 2.9414 0.8956 -2.4096
O2 1.0976 -4.1163 0.2115
O3 6.0473 -2.8855 -1.2535
O4 -0.0544 0.9146 2.5727
O5 -1.2574 0.7577 -4.1286
O6 0.4632 0.7010 -0.4483
O7 0.8868 6.1155 0.1621
O8 3.2028 2.2459 0.0387
O9 -1.8670 -4.4993 -1.6848
O10 -2.9907 -4.2911 0.1394
N1 -2.3516 1.7223 -1.2610
N2 0.5296 -0.1933 -3.1590
N3 1.3742 2.9681 1.1412
N4 1.9807 0.1038 2.0017
N5 0.6314 -1.4584 0.1531
N6 -2.4612 -3.8177 -0.8634
N7 -0.4861 -5.6452 0.6483
N8 2.7451 5.0168 -0.4975
C1 4.5514 -1.3942 1.7321
C2 -0.4100 -3.6992 2.0608
C3 -3.2592 -1.6316 -0.1726
C4 0.0695 -1.2434 1.4758
C5 2.7538 -0.4721 -2.2390
C6 5.4303 0.3242 0.3237
C7 -3.2168 -0.2723 -0.2929
C8 5.6267 -1.9807 -0.3328
C9 -0.7070 3.8017 0.1632
C10 -1.7011 -1.8150 -2.0076
C11 0.8072 3.6906 0.0128
C12 5.8647 -0.6295 -0.5745
C13 -1.4056 3.9462 -1.1908
C14 4.2309 0.9900 2.4475
C15 -2.3890 0.3928 -1.2405
C16 -1.6304 -0.4467 -2.1063
C17 4.7555 -0.0400 1.4834
C18 4.9725 -2.3586 0.8337
C19 1.2560 -0.8639 -2.1048
C20 -1.4653 2.6247 -1.9526
C21 2.4764 2.2286 1.0277
C22 2.7403 1.3168 2.2357
C23 -0.7829 0.1182 -3.2113
C24 1.4669 5.0845 -0.0895
C25 0.6362 0.0591 2.0589
C26 -2.4895 -2.4241 -1.0304
C27 0.1389 -4.4838 0.8779
C28 0.3760 -2.4279 2.3956
C29 0.7350 -0.4553 -0.7274
H1 0.1291 -2.1262 3.4149
H2 2.3356 1.7977 3.1331
H3 4.0730 -1.7050 2.6511
H4 5.8189 -3.7787 -0.9689
H5 2.4611 -0.5916 1.4442
H6 -1.1411 -2.4438 -2.6830
H7 3.2877 5.8627 -0.5580
H8 1.0722 3.1328 -0.8925
H9 -2.9752 2.1843 -0.6075
H10 -2.4211 4.3187 -1.0379
H11 -3.8755 -2.1140 0.5712
H12 -1.4583 -3.4635 1.8643
H13 -0.9229 4.6795 0.7755
H14 1.4445 -2.6482 2.3517
H15 3.1966 4.1204 -0.6214
H16 3.1440 -0.9521 -3.1429
H17 4.7943 1.9177 2.3441
H18 -0.3883 -4.3687 2.9238
H19 0.7534 2.7945 1.9227
H20 -0.4722 2.1758 -1.9970
H21 -1.8164 2.7819 -2.9789
H22 6.3829 -0.3492 -1.4769
H23 3.3036 -0.8660 -1.3761
H24 5.6049 1.3672 0.1147
H25 4.7934 -3.4058 1.0379
H26 0.9273 -2.4150 -0.0578
H27 -1.0179 -1.1059 1.3973
H28 4.3522 0.6215 3.4681
H29 -0.8751 4.6845 -1.7922
H30 -0.2585 -6.1422 -0.2003
H31 -1.0734 2.9116 0.6771
H32 1.1826 -1.9550 -2.2080
H33 -1.3909 -5.8271 1.0539
H34 1.1050 0.2542 -3.8629
H35 2.9601 1.3558 -1.5510

## Properties
**DFT total energy**: -71140.197 eV
**E_LUMO**: -0.7 eV
**Charge**: 0

# 2
Here is 4 unconnected molecules or ions with the total composition C29H35N3O3 at a distorted geometry from the OMol25 dataset. Energies are from ωB97M-V/def2-TZVPD.

Geometry (Å):
O1 -0.3278 -1.7660 -2.0625
O2 -5.4038 -6.5292 -1.4607
O3 -3.6194 -2.3058 0.0508
N1 3.7988 -0.7928 0.8201
N2 1.5803 3.3864 2.5945
N3 5.8406 9.2216 2.3072
C1 -6.6735 -1.8861 -0.5270
C2 3.8402 0.7401 -2.2937
C3 1.2406 -2.7554 -0.3885
C4 -6.2926 -4.2598 -1.3792
C5 -4.0158 -4.8303 -2.5487
C6 3.6769 6.1905 2.1987
C7 -8.6280 -3.4255 -1.2019
C8 -0.0998 -2.9104 -1.2311
C9 -5.7752 -2.9619 -0.8969
C10 4.7311 8.9896 2.1226
C11 3.5361 1.2433 4.9246
C12 2.0414 1.1538 5.2139
C13 3.5838 1.2225 -0.8633
C14 3.2945 8.6893 1.8861
C15 2.8905 7.4190 2.6402
C16 5.2351 0.1530 -2.4810
C17 -1.8090 -3.6578 -3.9140
C18 -3.4944 -3.5312 -2.0598
C19 -3.4627 -5.5440 -3.6843
C20 -2.3322 -4.9299 -4.3772
C21 -2.3680 -2.9400 -2.7631
C22 -7.7096 -4.5199 -1.5374
C23 -8.1145 -2.1543 -0.6903
C24 -4.2140 -2.8584 -0.8412
C25 1.4072 2.4155 3.1837
C26 -1.7281 -1.5777 -2.3487
C27 -5.2576 -5.3729 -1.7646
C28 1.1882 1.1567 3.9426
C29 3.7056 0.0868 0.0872
H1 6.0062 0.8852 -2.2276
H2 2.0784 -2.5843 -1.1107
H3 4.3007 1.9977 -0.5847
H4 4.1055 1.2086 5.8552
H5 -1.7631 -0.9113 -3.2589
H6 0.0456 -3.8520 -1.8377
H7 0.1301 1.0777 4.1987
H8 -0.9613 -3.2050 -4.4774
H9 3.8639 0.4125 4.2945
H10 3.0974 -0.0142 -2.5677
H11 3.3355 5.3079 2.7399
H12 1.7526 1.9914 5.8549
H13 -0.9109 -3.0735 -0.4627
H14 3.5458 6.0047 1.1294
H15 3.1287 8.5674 0.8136
H16 3.7126 1.5808 -2.9801
H17 1.8250 7.2350 2.4812
H18 -6.2884 -0.9147 -0.1426
H19 5.3852 -0.7329 -1.8601
H20 -1.8942 -5.4185 -5.2718
H21 1.8412 0.2371 5.7739
H22 1.4137 -3.7674 0.0761
H23 -8.8798 -1.3731 -0.4616
H24 3.0345 7.5657 3.7141
H25 -8.0134 -5.5093 -1.9362
H26 5.3833 -0.1500 -3.5191
H27 1.4469 0.3080 3.3054
H28 -3.9413 -6.5118 -3.9500
H29 3.7932 2.1781 4.4218
H30 2.6956 9.5359 2.2270
H31 -9.7161 -3.5954 -1.3478
H32 4.7449 6.3027 2.4001
H33 -2.2768 -1.0336 -1.5414
H34 2.5806 1.6451 -0.7827
H35 1.1334 -1.9536 0.3782

## Properties
**DFT total energy**: -41250.506 eV
**ΔE to the lowest compared entry with this formula, charge and spin**: 256.2 kJ/mol
**E_LUMO**: -0.7 eV
**Charge**: 0

# 3
Here is a molecular structure, C29H36BaCl2N5O3 at a distorted geometry from the OMol25 dataset. Energies are from ωB97M-V/def2-TZVPD.

Geometry (Å):
Ba1 -0.4751 -0.3685 0.5834
Cl1 2.2210 2.0563 -2.4080
Cl2 5.1184 2.1760 -3.0288
O1 -1.5568 -0.2334 -1.4418
O2 1.4774 -1.6892 1.1023
O3 -2.5176 0.9007 0.4606
N1 -0.8951 1.2780 3.2462
N2 -0.8073 -2.0280 2.8257
N3 1.2824 -1.0039 -2.1657
N4 0.3018 1.9724 0.1575
N5 3.2496 -0.6205 -1.0500
C1 3.3399 -1.3053 -3.3644
C2 0.5680 -3.7647 1.8255
C3 -1.2789 3.2854 -2.8211
C4 -2.0491 1.1004 -1.9282
C5 2.6359 -1.6006 -4.5100
C6 -1.1804 2.3188 -1.7929
C7 -2.1770 0.8585 3.8160
C8 -1.9942 3.1454 -3.9770
C9 1.5428 -2.9528 1.1385
C10 0.6813 -5.1580 1.7910
C11 -2.7007 0.9678 -3.2442
C12 0.6280 -1.2807 -3.2800
C13 3.6008 3.0805 -2.9018
C14 -2.6673 -0.5318 3.4330
C15 0.2156 3.3526 2.2256
C16 -1.0446 2.6221 2.6819
C17 -0.4683 -3.2448 2.6687
C18 1.0755 2.6655 1.1514
C19 2.6769 -5.0257 0.5109
C20 -4.0438 -0.2526 -0.9491
C21 2.6192 -1.0061 -2.1905
C22 -2.6762 1.9321 -4.1827
C23 1.2450 -1.5880 -4.4788
C24 1.7037 -5.8010 1.1349
C25 -0.2949 2.6834 -0.7653
C26 0.1653 1.2086 4.2271
C27 2.6133 -3.6588 0.5210
C28 -2.7334 0.5019 -0.7524
C29 -1.7748 -1.7071 3.8328
H1 3.3777 -3.0753 0.0286
H2 -1.2319 -1.4473 4.7519
H3 3.5049 -5.5110 0.0083
H4 -3.1918 1.7638 -5.1230
H5 -2.3946 -2.5922 4.0749
H6 1.1244 1.4279 3.7657
H7 -2.8319 -0.5216 2.3563
H8 -2.0004 3.9189 -4.7345
H9 1.7487 1.9476 1.6302
H10 -0.4503 -1.2347 -3.1983
H11 -3.2013 0.0315 -3.4437
H12 -0.0693 -5.7408 2.3134
H13 4.2337 -0.8169 -0.9848
H14 0.8501 3.6101 3.0798
H15 -0.9712 -4.0171 3.2859
H16 -0.6985 4.1929 -2.6799
H17 -3.6494 -0.6654 3.9011
H18 4.4196 -1.2845 -3.3550
H19 3.4215 3.5100 -3.8847
H20 0.2264 0.2017 4.6350
H21 1.7613 -6.8795 1.1198
H22 0.6550 -1.7965 -5.3582
H23 -4.0310 -0.9182 -1.8069
H24 -2.9444 1.5623 3.4826
H25 -1.7215 2.5208 1.8344
H26 -4.8539 0.4656 -1.0725
H27 3.7742 3.8587 -2.1628
H28 0.0101 1.9141 5.0654
H29 -2.1274 0.9421 4.9160
H30 3.1650 -1.8310 -5.4265
H31 1.7121 3.4427 0.6857
H32 -0.0353 3.7530 -0.8120
H33 -0.1435 4.3031 1.8192
H34 2.7070 -0.7651 -0.1982
H35 -4.2411 -0.8337 -0.0483
H36 -1.5293 3.2788 3.4337

## Properties
**DFT total energy**: -69990.630 eV
**ΔE to the lowest compared entry with this formula, charge and spin**: 184.9 kJ/mol
**E_LUMO**: 2.4 eV
**Charge**: -1